Entry 1:
Entry from the OMol25 dataset: an isolated molecule of C23H31N3O5S (wB97M-V/def2-TZVPD).

```
63
Properties=species:S:1:pos:R:3:forces:R:3:mulliken_charge:R:1
C 2.275 -4.439 -0.534 0.2297 -0.0409 0.0127 -0.59
C 3.575 -4.447 -1.329 -0.0583 0.1744 -0.0180 -0.71
C 3.775 -3.181 -2.164 0.0342 -0.2832 0.0100 -0.24
C 2.675 -2.945 -3.206 0.5963 -0.2334 -0.0374 -1.04
N 1.620 -2.082 -2.698 0.2601 0.8138 -0.1528 0.36
C 0.343 -2.596 -2.586 -0.6787 -0.0750 0.0122 -0.02
O -0.046 -3.530 -3.254 0.0896 -0.1413 -0.0064 -0.67
N -0.468 -1.964 -1.686 -0.3988 -0.1049 0.3289 0.18
C -0.014 -1.232 -0.563 0.2619 -0.5371 0.2979 -0.14
O 1.130 -1.411 -0.177 -0.3355 0.1335 0.2665 -0.31
C -0.979 -0.332 -0.014 -0.3685 0.4687 0.3676 0.03
C -0.801 0.611 0.980 0.2393 -0.5453 -0.2429 0.95
N 0.220 0.833 1.838 -0.0849 -0.0128 -0.0888 0.15
C 0.648 2.182 2.150 0.4633 0.4380 -0.0990 -0.73
C 2.054 2.400 1.566 -0.3599 0.1734 0.1363 -0.63
O 2.967 1.493 2.125 0.1837 0.0820 0.1576 -0.47
C 2.596 0.169 1.798 -0.2359 -0.3250 -0.0753 0.00
C 1.180 -0.146 2.299 0.4668 -0.3224 0.0559 -0.97
C -2.015 1.439 1.073 -0.5773 0.3890 0.3121 0.27
C -2.414 2.076 2.185 0.4373 -0.4049 -0.2995 -0.33
C -3.648 2.822 2.373 -0.3603 0.2114 0.0553 0.38
C -4.235 2.842 3.642 0.0706 -0.0449 -0.1178 -0.49
C -5.412 3.528 3.869 -0.0847 0.0398 0.0723 -0.58
C -6.019 4.228 2.838 -0.0363 0.0222 0.0049 -0.39
C -5.432 4.243 1.584 -0.1122 0.0521 -0.0504 -0.79
C -4.260 3.548 1.350 0.0974 -0.0420 0.0856 -0.34
C -2.805 1.224 -0.181 -0.0439 -0.0515 -0.0679 -0.80
C -2.326 -0.146 -0.676 0.0203 -0.0076 0.0597 -1.57
S 1.966 -0.439 -2.565 0.3995 0.6752 -1.2654 1.43
C 2.528 -0.041 -4.249 -0.2012 -0.3174 0.7490 -1.41
O 0.751 0.298 -2.386 -0.1590 -0.0339 -0.2225 -0.65
O 3.061 -0.178 -1.688 0.2802 -0.2260 -0.0765 -0.73
H 1.419 -4.579 -1.190 -0.1829 -0.0224 -0.0293 0.20
H 2.158 -3.490 -0.017 -0.0743 0.0179 0.0840 -0.09
H 2.274 -5.245 0.197 -0.0845 -0.0811 0.0404 0.43
H 4.417 -4.529 -0.639 0.0375 -0.0707 -0.0448 0.39
H 3.599 -5.322 -1.985 0.0934 -0.0459 0.0068 0.32
H 4.734 -3.255 -2.682 0.0274 0.0832 0.0005 0.41
H 3.810 -2.313 -1.506 0.1710 -0.0643 -0.0207 0.11
H 3.098 -2.494 -4.106 -0.0521 -0.1364 -0.0326 0.40
H 2.198 -3.885 -3.493 0.0225 0.2144 -0.0616 0.46
H -1.444 -2.218 -1.743 0.1415 0.0505 -0.1008 0.39
H -0.042 2.910 1.725 0.0556 -0.0515 0.0751 0.49
H 0.698 2.309 3.238 -0.0367 0.0730 -0.0593 0.28
H 2.416 3.401 1.811 -0.0729 -0.0217 -0.0654 0.39
H 2.014 2.274 0.473 -0.0045 0.0575 0.0461 0.28
H 3.321 -0.482 2.288 -0.0473 -0.0452 -0.0288 0.36
H 2.638 0.015 0.712 0.0172 0.0530 0.2207 -0.01
H 0.889 -1.141 1.977 -0.0131 0.0713 0.1016 0.63
H 1.176 -0.101 3.398 0.0105 -0.0226 -0.0658 0.33
H -1.797 1.998 3.070 0.1564 -0.0439 0.0356 0.33
H -3.765 2.298 4.448 0.0614 -0.0439 0.0744 0.39
H -5.857 3.522 4.853 -0.0289 -0.0064 0.0713 0.38
H -6.937 4.768 3.016 -0.0676 0.0468 0.0130 0.38
H -5.889 4.805 0.782 -0.0273 0.0459 -0.0575 0.38
H -3.796 3.598 0.379 0.0407 -0.0135 -0.1106 0.44
H -3.879 1.260 -0.005 0.0231 0.0733 -0.0332 0.51
H -2.546 1.985 -0.921 -0.0494 0.0264 -0.0615 0.36
H -2.237 -0.165 -1.762 -0.0667 -0.0363 -0.0213 0.41
H -3.028 -0.927 -0.366 -0.0941 -0.0118 -0.0862 0.25
H 1.903 -0.560 -4.963 -0.1013 -0.0946 -0.1300 0.38
H 3.574 -0.293 -4.360 0.1383 -0.0867 -0.0255 0.42
H 2.392 1.029 -4.345 -0.0281 0.1619 0.1015 0.45
```
Forces are in eV/Å.

The HOMO-LUMO gap comes out at 7.71 eV. Its spin multiplicity is 1. The value obtained for the energy above the lowest of the compared OMol25 structures with the same formula, charge and spin is 337.0 kJ/mol. For the lowest unoccupied orbital energy, the calculation gives -0.0038 Ha.

---

Entry 2:
Entry from the OMol25 dataset: an isolated molecule of C23H31N3OS (wB97M-V/def2-TZVPD).

```
59
Properties=species:S:1:pos:R:3:forces:R:3:mulliken_charge:R:1
C 4.404 4.671 -0.482 -0.0113 -0.5656 0.3081 -0.87
S 4.814 3.334 0.677 0.0580 0.2090 -0.0387 -0.07
C 3.872 1.956 0.088 0.1439 0.3478 0.0378 0.87
C 4.105 0.731 0.708 -0.0886 0.2921 -0.1633 -1.04
C 3.417 -0.399 0.325 -0.0249 -0.1919 0.0696 -0.63
C 2.472 -0.328 -0.698 0.1929 0.2385 0.1324 0.23
N 1.729 -1.426 -1.126 -0.2678 0.0279 -0.2784 0.00
C 1.739 -2.716 -0.641 -0.2597 0.0840 -0.6472 0.54
O 2.494 -3.124 0.214 0.2423 -0.0342 0.4857 -0.66
N 0.845 -3.519 -1.298 0.0584 -0.1623 -0.3360 -0.25
C 0.542 -4.831 -0.774 -0.1491 -0.2376 0.0423 -0.91
C -0.781 -4.866 -0.005 0.3015 0.2102 0.1283 -0.56
C -0.807 -3.851 1.141 -0.1075 -0.2179 -0.1064 -1.12
N -1.019 -2.485 0.679 -0.1308 0.0752 0.1665 0.71
C -0.504 -1.517 1.635 0.2191 0.2221 -0.0889 -1.43
C -0.632 -0.093 1.103 -0.2730 -0.1530 0.2721 -0.21
C -2.083 0.236 0.761 0.3266 0.0847 -0.3442 0.27
C -2.203 1.647 0.164 -0.1286 -0.2289 0.2616 -1.24
C -3.639 2.028 -0.053 0.0962 0.1208 -0.0875 0.24
C -4.216 1.972 -1.315 0.0270 0.0222 0.0247 -0.15
C -5.550 2.290 -1.498 -0.0930 -0.0074 -0.0783 -0.66
C -6.329 2.667 -0.418 -0.1085 0.0181 -0.0361 -0.40
C -5.764 2.729 0.845 -0.0676 0.0101 0.0787 -0.69
C -4.430 2.412 1.024 0.0139 -0.0093 -0.0243 -0.23
C -2.597 -0.832 -0.200 -0.2090 -0.1061 0.4269 -0.69
C -2.422 -2.217 0.412 -0.0451 0.0641 -0.3009 -1.07
C 2.243 0.900 -1.314 -0.0399 -0.2256 0.0079 -0.59
C 2.931 2.034 -0.928 0.0608 -0.0489 0.0699 -0.51
H 4.637 4.363 -1.497 -0.0163 0.0838 -0.1103 0.28
H 3.358 4.947 -0.383 -0.0464 0.0986 -0.0871 0.27
H 5.033 5.508 -0.197 0.0220 0.0539 0.0005 0.37
H 4.837 0.677 1.498 0.0943 -0.0836 0.1008 0.35
H 3.604 -1.343 0.807 0.0151 -0.0368 0.0181 0.50
H 1.069 -1.226 -1.864 0.1092 -0.0896 0.1342 0.23
H 0.075 -3.070 -1.770 0.0992 0.0926 0.1365 0.24
H 0.506 -5.544 -1.606 0.0694 -0.0024 0.1330 0.36
H 1.370 -5.098 -0.114 -0.0893 -0.0571 -0.1162 0.41
H -1.607 -4.677 -0.694 -0.1046 -0.0734 -0.0013 0.26
H -0.913 -5.868 0.406 -0.0745 -0.0632 -0.0551 0.40
H 0.159 -3.889 1.648 -0.0203 0.0029 0.0582 0.47
H -1.583 -4.142 1.871 0.0779 0.0615 0.0305 0.54
H 0.551 -1.741 1.813 -0.0287 -0.0405 0.0743 0.55
H -1.039 -1.593 2.600 0.0341 -0.0276 0.0155 0.47
H -0.019 0.012 0.208 0.0534 0.0351 -0.0415 -0.20
H -0.247 0.600 1.853 0.0442 0.0712 -0.0038 0.56
H -2.683 0.195 1.677 -0.0208 -0.0048 0.0201 0.36
H -1.736 2.355 0.852 0.0654 0.0423 -0.0450 0.49
H -1.658 1.683 -0.781 0.0750 0.0238 -0.0222 0.36
H -3.613 1.680 -2.164 0.0824 -0.0300 -0.0764 0.35
H -5.984 2.242 -2.487 -0.0341 -0.0001 -0.0736 0.38
H -7.371 2.915 -0.560 -0.0782 0.0245 -0.0118 0.38
H -6.365 3.027 1.692 -0.0435 0.0288 0.0645 0.38
H -3.992 2.466 2.011 0.0576 0.0088 0.1159 0.40
H -3.652 -0.665 -0.427 -0.0042 -0.0048 -0.0655 0.45
H -2.033 -0.780 -1.134 0.0300 0.0258 -0.1286 0.17
H -2.801 -2.973 -0.280 -0.0376 -0.0024 0.0810 0.38
H -3.022 -2.283 1.340 0.0197 -0.0468 -0.0207 0.35
H 1.513 0.973 -2.111 -0.0876 -0.0172 -0.0766 0.32
H 2.721 2.966 -1.428 0.0009 0.0886 -0.0301 0.31
```
Forces are in eV/Å.

The HOMO-LUMO gap comes out at 8.10 eV. Its spin multiplicity is 1. The value obtained for the energy above the lowest of the compared OMol25 structures with the same formula, charge and spin is 1.0 kJ/mol. For the lowest unoccupied orbital energy, the calculation gives 0.0212 Ha.

---

Entry 3:
Entry from the OMol25 dataset: a structure of composition C23H31N8O2Pt (wB97M-V/def2-TZVPD).

```
65
Properties=species:S:1:pos:R:3:forces:R:3:mulliken_charge:R:1
Pt -0.152 -0.509 0.544 0.9965 -0.9974 0.9225 0.64
O -2.176 4.060 -0.274 0.0097 0.0509 0.0178 -0.76
C -2.246 4.372 1.044 0.0111 -0.0020 -0.0867 0.27
C -3.098 5.414 1.401 -0.0156 0.0033 0.0604 -0.63
C -3.203 5.799 2.723 0.0121 -0.0084 -0.0509 -0.33
C -2.460 5.156 3.711 0.0179 -0.0167 0.0246 -0.76
C -1.629 4.115 3.362 -0.0368 0.0091 -0.0037 -0.47
C -1.516 3.692 2.032 -0.0469 -0.0098 0.1002 0.59
C -0.695 2.515 1.695 -0.1374 0.0703 -0.0892 1.00
O -0.678 2.068 0.506 0.1279 0.5880 -0.3209 -1.10
N 0.001 1.942 2.674 0.0428 -0.1870 0.2569 -1.33
N 0.561 0.820 2.226 -0.3725 0.3230 -0.5425 0.60
C 1.668 0.426 2.745 -0.1200 -0.1490 -0.1236 -0.69
C 2.361 -0.611 2.009 0.0696 0.1012 0.1180 0.75
C 3.515 -1.234 2.473 0.0466 0.0758 -0.0757 -0.81
C 4.198 -2.098 1.642 -0.0112 0.0166 0.0007 -0.29
C 3.731 -2.295 0.348 0.0124 0.0819 -0.0371 -0.79
C 2.566 -1.667 -0.041 0.1076 0.0367 -0.1163 -0.04
N 1.870 -0.866 0.775 -0.4511 -0.3921 0.0954 0.10
H -1.444 3.423 -0.382 -0.0545 -0.0882 0.0227 0.40
H -3.657 5.912 0.621 0.0168 0.0203 -0.0212 0.46
H -3.860 6.617 2.987 -0.0227 0.0053 0.0048 0.41
H -2.540 5.468 4.743 0.0108 0.0111 0.0083 0.40
H -1.043 3.599 4.109 -0.0118 -0.0254 0.0210 0.45
H 2.147 0.974 3.548 -0.0776 -0.0494 0.0658 0.43
H 3.862 -1.023 3.475 -0.0006 0.0208 0.0029 0.47
H 5.097 -2.593 1.984 0.0088 -0.0079 0.0053 0.46
H 4.266 -2.914 -0.357 -0.0085 -0.0167 -0.0157 0.44
H 2.175 -1.779 -1.040 -0.0567 -0.0778 0.0255 0.49
C -5.066 1.823 0.171 0.0068 0.0348 0.0062 -1.18
C -4.189 0.626 0.270 0.0053 -0.1122 0.0086 0.85
C -4.465 -0.728 0.349 -0.0129 0.0647 0.0259 -1.43
C -3.232 -1.376 0.432 0.0392 -0.1437 -0.0566 0.96
N -2.245 -0.466 0.396 0.2353 0.3870 0.2537 -0.37
N -2.862 0.731 0.306 -0.0707 0.1265 -0.1129 0.33
C -3.066 -2.856 0.523 0.0300 -0.0013 -0.0069 -0.94
H -6.110 1.522 0.176 -0.0112 0.0049 -0.0043 0.34
H -4.862 2.378 -0.744 -0.0091 0.0019 -0.0063 0.30
H -4.892 2.497 1.011 -0.0096 0.0009 0.0070 0.27
H -5.432 -1.197 0.361 -0.0302 -0.0013 -0.0067 0.41
H -2.264 1.561 0.261 0.0425 -0.0987 -0.0199 0.26
H -4.028 -3.297 0.773 -0.0182 -0.0167 0.0198 0.43
H -2.352 -3.151 1.288 -0.1049 -0.0170 -0.0608 0.15
H -2.747 -3.279 -0.431 -0.0270 -0.0066 0.0242 0.11
C 0.006 -3.328 2.162 -0.0446 0.0089 0.0312 -1.33
N 0.205 -4.017 0.896 0.0955 0.1447 -0.0368 0.48
C 1.077 -5.179 1.023 0.0273 -0.0618 0.0068 -1.30
C -0.075 -3.486 -0.317 0.1035 -0.0180 0.0283 0.08
N -0.282 -2.210 -0.536 -0.2928 0.4733 -0.4653 -0.43
N -0.113 -4.367 -1.366 0.0068 0.0280 0.0175 0.20
C -0.043 -3.872 -2.729 -0.0055 0.0245 -0.0176 -1.20
C -0.830 -5.633 -1.235 -0.0162 -0.0384 -0.0048 -1.23
H -0.368 -4.050 2.889 0.0054 -0.0053 0.0038 0.42
H -0.711 -2.519 2.067 0.1025 -0.0067 0.0344 0.41
H 0.947 -2.919 2.538 0.0204 0.0165 0.0075 0.29
H 1.958 -4.896 1.605 -0.0059 -0.0070 0.0087 0.39
H 1.405 -5.526 0.048 0.0033 0.0030 0.0141 0.42
H 0.569 -5.992 1.544 0.0099 -0.0068 -0.0070 0.34
H -0.640 -2.030 -1.464 -0.1230 -0.1541 0.0405 0.39
H 0.715 -3.095 -2.818 -0.0022 -0.0005 0.0016 0.30
H -1.004 -3.482 -3.087 -0.0015 -0.0035 -0.0029 0.38
H 0.244 -4.697 -3.378 -0.0080 -0.0011 -0.0037 0.36
H -1.051 -5.844 -0.194 -0.0105 -0.0002 -0.0078 0.40
H -0.237 -6.451 -1.647 -0.0006 -0.0031 0.0154 0.37
H -1.776 -5.583 -1.782 0.0043 -0.0024 -0.0043 0.40
```
Forces are in eV/Å.

The HOMO-LUMO gap comes out at 6.96 eV. Its spin multiplicity is 1. The value obtained for the energy above the lowest of the compared OMol25 structures with the same formula, charge and spin is 47.6 kJ/mol. For the lowest unoccupied orbital energy, the calculation gives -0.1236 Ha. The total charge is +1.